a:
Formula: C6H14NO
Source: the OMol25 dataset
Level of theory: ωB97M-V with the def2-TZVPD basis set

Atoms and positions in Å:
1 C -1.438 -2.705 -0.185
2 C -0.510 -1.680 -0.864
3 C -0.242 -0.556 0.154
4 N 0.615 0.480 -0.381
5 C -0.027 1.288 -1.388
6 C 1.503 1.133 0.571
7 C 0.836 2.004 1.659
8 O 1.738 2.552 2.515
9 H -2.348 -2.207 0.129
10 H -1.654 -3.605 -0.768
11 H -0.950 -3.250 0.634
12 H 0.453 -1.995 -1.260
13 H -1.125 -1.280 -1.683
14 H 0.242 -1.118 0.958
15 H -1.184 -0.075 0.462
16 H -1.065 1.534 -1.091
17 H 0.033 0.820 -2.374
18 H 0.443 2.274 -1.333
19 H 2.151 1.793 -0.028
20 H 2.213 0.432 1.023
21 H 0.060 1.396 2.173
22 H 0.255 2.764 1.078

Results
LUMO energy (eV): 3.420
Charge: -1
Frontier orbital gap (eV): 5.499
Structure (SMILES): CCCN(C)CC[O-]

=====

b:
Formula: C6H14NO
Source: the OMol25 dataset
Level of theory: ωB97M-V with the def2-TZVPD basis set

Atoms and positions in Å:
1 C -4.927 -0.408 -0.190
2 C -3.471 -0.651 0.130
3 N -2.694 0.521 0.042
4 C -1.196 0.376 0.017
5 C 4.597 0.949 -0.553
6 C 3.275 0.637 0.200
7 C 3.121 -0.726 0.723
8 O 2.043 -1.251 1.044
9 H -5.389 0.530 0.162
10 H -5.107 -0.073 -1.266
11 H -5.558 -1.233 0.111
12 H -3.550 -1.152 1.146
13 H -3.091 -1.509 -0.461
14 H -0.811 0.370 1.059
15 H -0.936 -0.608 -0.429
16 H -0.847 1.255 -0.556
17 H 5.100 -0.010 -0.750
18 H 4.440 1.399 -1.548
19 H 5.269 1.547 0.046
20 H 2.701 1.378 0.737
21 H 4.180 -1.087 0.803
22 H 2.851 -0.253 -0.467

Results
LUMO energy (eV): 2.754
Charge: -1
Frontier orbital gap (eV): 3.428

=====

c:
Formula: C6H14NO
Source: the OMol25 dataset
Level of theory: ωB97M-V with the def2-TZVPD basis set

Atoms and positions in Å:
1 C 0.360 -0.245 1.657
2 N -0.673 0.740 1.477
3 C -1.585 0.585 0.120
4 C -1.985 -0.551 -0.889
5 O -1.223 -0.694 -2.031
6 C 0.928 -1.026 0.460
7 C 1.698 1.260 -0.617
8 C 1.324 -0.242 -0.769
9 H 1.279 0.177 2.113
10 H 0.079 -1.052 2.352
11 H -2.578 1.034 0.350
12 H -1.108 1.305 -0.528
13 H -1.556 0.020 1.251
14 H -2.050 -1.553 -0.413
15 H -2.951 -0.177 -1.339
16 H 1.778 -1.603 0.857
17 H 0.179 -1.783 0.140
18 H 1.154 1.633 0.280
19 H 2.757 1.380 -0.287
20 H 1.390 1.885 -1.458
21 H 0.559 -0.327 -1.555
22 H 2.224 -0.765 -1.171

Results
LUMO energy (eV): 4.038
Charge: -1
Frontier orbital gap (eV): 6.675

=====

Least stable = b

=====

a:
Formula: C3H9NO2
Source: the OMol25 dataset
Level of theory: ωB97M-V with the def2-TZVPD basis set

Atoms and positions in Å:
1 C 0.075 1.682 -1.022
2 N -0.796 0.742 -1.321
3 O -0.855 1.215 0.908
4 O -1.277 1.798 2.143
5 H -0.897 1.195 2.797
6 H -0.418 -0.184 -1.493
7 H -1.550 0.744 -0.578
8 H -0.292 2.676 -0.816
9 H 1.127 1.517 -1.231
10 C 0.417 -2.366 -0.143
11 C 1.216 -1.423 0.341
12 H 0.818 -0.568 0.880
13 H 0.795 -3.221 -0.692
14 H -0.651 -2.350 0.044
15 H 2.288 -1.457 0.182

Results
LUMO energy (alpha / beta) (eV): 0.286 / 0.287
Frontier orbital gap (alpha / beta) (eV): 8.371 / 8.373

=====

b:
Formula: C3H9NO2
Source: the OMol25 dataset
Level of theory: ωB97M-V with the def2-TZVPD basis set

Atoms and positions in Å:
1 C -2.089 -1.767 -0.439
2 N -1.043 -0.754 -0.453
3 C 0.273 -1.279 -0.095
4 C 1.333 -0.215 -0.294
5 O 1.993 -0.150 -1.287
6 H -2.845 -1.533 -1.189
7 H -2.591 -1.868 0.545
8 H -1.662 -2.748 -0.647
9 H -1.299 -0.015 0.199
10 H 0.328 -1.678 0.932
11 H 0.549 -2.089 -0.780
12 H 1.480 0.474 0.562
13 O 0.030 3.334 1.883
14 H 0.563 3.452 1.085
15 H 0.198 4.127 2.400

Results
LUMO energy (eV): 0.727
Frontier orbital gap (eV): 9.816
Structure (SMILES): CNCC=O.O

=====

c:
Formula: C3H9NO2
Source: the OMol25 dataset
Level of theory: ωB97M-V with the def2-TZVPD basis set

Atoms and positions in Å:
1 C -0.809 0.438 1.979
2 C 0.571 -0.168 1.953
3 N 1.266 -0.038 0.790
4 O 1.021 -0.797 2.893
5 H -1.458 -0.202 1.391
6 H -0.835 1.438 1.558
7 H -1.128 0.445 3.009
8 H 2.182 -0.455 0.736
9 H 0.986 0.604 0.069
10 C 0.007 -0.341 -2.575
11 O -0.784 0.258 -1.536
12 H 0.799 0.365 -2.824
13 H 0.461 -1.244 -2.172
14 H -0.580 -0.609 -3.448
15 H -1.698 0.307 -1.824

Results
LUMO energy (eV): 0.618
Frontier orbital gap (eV): 10.107
Structure (SMILES): CC(N)=O.CO

=====

d:
Formula: C3H9NO2
Source: the OMol25 dataset
Level of theory: ωB97M-V with the def2-TZVPD basis set

Atoms and positions in Å:
1 C -1.489 0.294 1.676
2 C -1.261 -0.765 0.613
3 N -1.826 -0.545 -0.638
4 O -0.554 -1.636 0.918
5 H -1.265 -0.030 2.688
6 H -2.402 0.866 1.634
7 H -0.747 1.186 1.573
8 H -1.592 -0.971 -1.458
9 H -2.361 0.273 -0.845
10 C 2.255 0.587 -1.162
11 O 2.849 -0.626 -0.856
12 H 2.811 0.925 -1.966
13 H 1.241 0.306 -1.503
14 H 2.087 1.188 -0.371
15 H 2.255 -1.052 -0.304

Results
LUMO energy (eV): 0.670
Frontier orbital gap (eV): 10.785
Structure (SMILES): CC(N)=O.CO

=====

Least stable = a